Record 1
Here is a structure of composition C36H41BrN6O4Sc from the OMol25 dataset. Energies are from the ωB97M-V functional and the def2-TZVPD basis.

The geometry in ORCA input format:
```
! wB97M-V def2-TZVPD RIJCOSX def2/J DEFGRID3
* xyz 1 1
Sc -0.19 -0.60 -0.45
C 0.52 -3.68 2.84
C 1.60 -3.61 1.79
C 2.89 -4.00 2.11
C 3.87 -4.12 1.13
C 3.53 -3.90 -0.19
C 2.24 -3.51 -0.55
C 1.87 -3.42 -2.01
C 1.30 -3.29 0.46
N 0.04 -2.70 0.11
C -1.02 -3.54 -0.05
O -1.08 -4.73 0.19
C -2.22 -2.83 -0.64
C -3.30 -3.48 -1.19
C -4.26 -2.71 -1.84
C -4.12 -1.33 -1.93
C -3.02 -0.76 -1.33
N -2.12 -1.50 -0.68
C -2.79 0.74 -1.30
O -3.62 1.47 -1.81
N -1.68 1.11 -0.60
C -1.70 2.48 -0.22
C -2.71 2.97 0.64
C -3.86 2.11 1.10
C -2.67 4.30 1.05
C -1.68 5.16 0.62
C -0.72 4.69 -0.25
C -0.72 3.37 -0.69
C 0.32 2.91 -1.67
H 0.95 -3.80 3.83
H -0.13 -4.53 2.63
H -0.12 -2.80 2.85
H 3.13 -4.24 3.14
H 4.87 -4.42 1.40
H 4.27 -4.05 -0.97
H 2.76 -3.44 -2.64
H 1.29 -2.54 -2.25
H 1.24 -4.28 -2.27
H -3.36 -4.56 -1.11
H -5.11 -3.20 -2.30
H -4.82 -0.70 -2.45
H -3.59 1.06 1.19
H -4.67 2.15 0.37
H -4.24 2.46 2.06
H -3.46 4.66 1.71
H -1.69 6.20 0.93
H 0.04 5.37 -0.64
H 1.00 3.72 -1.92
H -0.15 2.56 -2.60
H 0.92 2.08 -1.29
N 0.69 3.29 4.09
C -0.09 2.71 2.89
C 0.91 2.12 1.92
C 1.59 0.82 2.37
N 1.67 -0.03 1.18
C 0.82 0.10 3.48
C -0.69 0.23 3.33
N -1.09 -0.35 2.03
C -1.12 1.70 3.39
H 1.38 3.96 3.77
H 1.17 2.56 4.61
H 0.06 3.77 4.73
H -0.58 3.57 2.45
H 1.63 2.88 1.59
H 0.31 1.89 1.04
H 2.60 1.04 2.74
H 2.06 -0.95 1.40
H 2.32 0.36 0.50
H 1.11 0.48 4.47
H 1.12 -0.95 3.50
H -1.16 -0.30 4.15
H -2.08 -0.17 1.86
H -1.00 -1.36 2.06
H -1.44 1.95 4.41
H -2.00 1.84 2.77
Br 4.30 -0.68 -2.87
C 3.04 -0.05 -4.14
C 3.54 0.28 -5.39
C 2.69 0.72 -6.39
C 1.33 0.83 -6.16
C 0.83 0.49 -4.92
C 1.67 0.06 -3.89
C 1.01 -0.25 -2.60
O 1.62 -0.16 -1.48
O -0.22 -0.57 -2.57
H 4.60 0.17 -5.58
H 3.10 0.97 -7.36
H 0.67 1.18 -6.94
H -0.23 0.55 -4.72
*
```

LUMO energy = -3.316 eV
E = -5360.7407 hartree
molecular weight = 746.622 g mol⁻¹

=====

Record 2
Here is a cluster of 2 separate species, C15H21N3O4S in total from the OMol25 dataset. Energies are from the ωB97M-V functional and the def2-TZVPD basis.

The geometry in ORCA input format:
```
! wB97M-V def2-TZVPD RIJCOSX def2/J DEFGRID3
* xyz 0 1
C 4.10 3.42 -4.92
C 3.25 2.25 -4.49
C 2.03 2.47 -3.85
C 1.21 1.41 -3.48
C 1.63 0.10 -3.75
S 0.55 -1.26 -3.35
O -0.80 -0.79 -3.26
O 0.92 -2.41 -4.13
N 1.04 -1.67 -1.60
C 0.52 -2.51 -0.90
O 0.04 -3.34 -0.20
C 2.86 -0.14 -4.36
C 3.67 0.93 -4.72
H 5.03 3.09 -5.40
H 3.56 4.06 -5.63
H 4.38 4.05 -4.06
H 1.72 3.50 -3.65
H 0.26 1.59 -2.99
H 3.19 -1.16 -4.54
H 4.64 0.76 -5.19
C -3.18 1.63 4.58
N -2.91 0.69 3.52
C -4.08 0.24 2.79
C -1.60 0.41 3.24
O -0.69 1.01 3.81
C -1.33 -0.69 2.19
C -1.89 -2.07 2.57
C -0.67 -2.89 3.07
C 0.55 -1.94 2.93
N 0.08 -0.84 2.16
H -2.23 1.95 5.02
H -3.72 2.50 4.19
H -3.80 1.15 5.35
H -3.83 -0.35 1.90
H -4.73 -0.36 3.45
H -4.66 1.12 2.47
H -1.76 -0.29 1.25
H -2.70 -2.04 3.30
H -2.27 -2.52 1.65
H -0.81 -3.22 4.10
H -0.52 -3.76 2.43
H 0.88 -1.64 3.95
H 1.40 -2.42 2.42
H 0.66 -0.02 2.08
*
```

ΔE to the lowest compared entry with this formula, charge and spin = 2.812 eV
LUMO energy = -0.118 eV
E = -1447.5679 hartree
molecular weight = 339.417 g mol⁻¹

=====

Record 3
Here is the molecule C5H11N from the OMol25 dataset. Energies are from the ωB97M-V functional and the def2-TZVPD basis.

The geometry in ORCA input format:
```
! wB97M-V def2-TZVPD RIJCOSX def2/J DEFGRID3
* xyz 0 1
C 1.07 0.00 2.04
C 0.28 -0.71 0.89
C 0.90 -0.50 -0.52
N -0.21 0.49 -0.83
C -1.11 0.61 -1.94
C -0.90 0.08 0.39
H 1.58 0.81 1.50
H 0.57 0.30 2.89
H 2.09 -0.67 2.31
H 0.02 -1.74 1.19
H 0.86 -1.35 -1.15
H 1.91 -0.13 -0.59
H -1.88 1.38 -1.73
H -0.56 0.93 -2.80
H -1.59 -0.36 -2.17
H -1.07 0.94 0.96
H -1.85 -0.45 0.17
*
```

ΔE to the lowest compared entry with this formula, charge and spin = 2.165 eV
LUMO energy = 1.145 eV
E = -251.7830 hartree
molecular weight = 85.150 g mol⁻¹

=====

Record 4
Here is a cluster of 4 separate species, C4H18N2O3 in total from the OMol25 dataset. Energies are from the ωB97M-V functional and the def2-TZVPD basis.

The geometry in ORCA input format:
```
! wB97M-V def2-TZVPD RIJCOSX def2/J DEFGRID3
* xyz 0 1
C 1.41 -1.40 1.23
N 0.79 -0.23 0.61
C 0.90 -0.15 -0.85
C -0.45 -0.32 -1.63
C -0.60 0.56 -2.83
N -0.48 -1.73 -2.12
H 1.91 -1.15 2.21
H 0.65 -2.13 1.45
H 2.39 -1.69 0.84
H 1.36 0.57 0.98
H 1.40 0.75 -1.21
H 1.46 -1.03 -1.30
H -1.31 -0.02 -0.99
H -0.56 0.08 -3.84
H 0.01 1.45 -2.94
H -1.52 1.22 -3.12
H -0.88 -2.30 -1.39
H 0.43 -2.07 -2.37
O 1.17 2.72 0.16
H 0.90 2.00 -0.43
H 2.02 2.40 0.58
O -2.19 -1.10 2.02
H -2.66 -0.74 1.29
H -1.40 -0.57 2.16
O -0.55 1.14 2.66
H -0.32 0.68 1.85
H -1.00 1.97 2.75
*
```

ΔE to the lowest compared entry with this formula, charge and spin = 2.648 eV
LUMO energy = 0.455 eV
E = -498.3264 hartree
molecular weight = 142.199 g mol⁻¹

=====

Record 5
Here is a structure of composition C38H35AsBrMnN4O2S from the OMol25 dataset. Energies are from the ωB97M-V functional and the def2-TZVPD basis.

The geometry in ORCA input format:
```
! wB97M-V def2-TZVPD RIJCOSX def2/J DEFGRID3
* xyz 2 5
Mn -0.78 -0.97 0.74
O 3.18 -2.50 1.51
C 3.81 -1.36 1.12
C 5.15 -1.45 0.77
C 5.84 -0.34 0.34
C 5.21 0.90 0.25
C 3.87 1.00 0.59
C 3.16 -0.12 1.02
C 1.69 0.01 1.29
O 0.98 -0.77 0.33
N 1.32 -0.53 2.61
N -0.06 -0.61 2.68
C -0.69 -0.66 3.79
C -2.11 -0.91 3.83
Br -2.89 -1.44 2.14
C -2.91 -0.90 4.91
C -2.53 -0.43 6.24
C -3.06 -1.10 7.35
C -2.71 -0.70 8.63
C -1.86 0.38 8.81
C -1.37 1.08 7.72
C -1.70 0.67 6.43
H 2.35 -2.29 1.95
H 5.64 -2.42 0.86
H 6.89 -0.43 0.08
H 5.76 1.77 -0.07
H 3.36 1.95 0.52
H 1.38 1.05 1.20
H 1.74 -0.02 3.38
H -0.17 -0.58 4.74
H -3.92 -1.27 4.80
H -3.74 -1.93 7.21
H -3.11 -1.23 9.48
H -1.60 0.70 9.81
H -0.74 1.95 7.86
H -1.37 1.26 5.59
C -2.41 2.21 -3.28
N -1.15 1.50 -3.10
C -0.12 1.41 -4.03
C 0.86 0.68 -3.47
N 0.43 0.34 -2.21
C -0.79 0.83 -1.99
S -1.80 0.71 -0.59
H -2.43 2.60 -4.30
H -2.48 3.03 -2.57
H -3.24 1.53 -3.13
H -0.20 1.88 -5.00
H 1.82 0.38 -3.85
H 0.95 -0.19 -1.51
C -4.66 -5.24 -1.22
C -3.61 -6.04 -0.78
C -2.38 -5.47 -0.49
C -2.21 -4.10 -0.65
C -3.26 -3.29 -1.09
C -4.49 -3.87 -1.38
As -0.53 -3.27 -0.25
C 0.45 -4.42 0.93
C 0.19 -4.33 2.30
C 0.88 -5.15 3.18
C 1.82 -6.04 2.70
C 2.08 -6.13 1.34
C 1.39 -5.32 0.45
C 0.48 -3.12 -1.87
C -0.17 -3.19 -3.10
C 0.55 -3.01 -4.27
C 1.92 -2.75 -4.21
C 2.56 -2.67 -2.98
C 1.84 -2.85 -1.81
H -5.62 -5.69 -1.45
H -3.76 -7.10 -0.66
H -1.57 -6.09 -0.14
H -3.12 -2.22 -1.21
H -5.31 -3.25 -1.72
H -0.56 -3.64 2.67
H 0.68 -5.09 4.24
H 2.36 -6.68 3.39
H 2.81 -6.83 0.97
H 1.60 -5.38 -0.61
H -1.23 -3.41 -3.15
H 0.06 -3.08 -5.23
H 2.48 -2.62 -5.12
H 3.63 -2.48 -2.93
H 2.35 -2.80 -0.85
*
```

ΔE to the lowest compared entry with this formula, charge and spin = 0.005 eV
LUMO energy (alpha / beta) = -7.494 / -6.196 eV
E = -8197.0493 hartree
molecular weight = 821.555 g mol⁻¹

=====

Record 6
Here is the ion C5H15N2S with charge +1 from the OMol25 dataset. Energies are from the ωB97M-V functional and the def2-TZVPD basis.

The geometry in ORCA input format:
```
! wB97M-V def2-TZVPD RIJCOSX def2/J DEFGRID3
* xyz 1 1
C -2.30 -2.57 -0.42
N -1.30 -1.98 -1.41
C 0.00 -1.88 -0.76
C 0.00 -0.53 0.08
N -1.02 0.39 -0.51
C 1.49 0.01 0.33
C 1.76 1.07 1.34
S 0.86 2.71 0.63
H -1.87 -2.66 0.59
H -2.61 -3.51 -0.91
H -3.06 -1.79 -0.55
H -1.27 -2.68 -2.16
H 0.78 -1.94 -1.44
H 0.23 -2.71 0.00
H -0.27 -0.72 1.19
H -2.02 0.26 -0.29
H -0.61 1.52 -0.30
H -1.32 0.15 -1.64
H 2.03 0.26 -0.49
H 2.01 -1.00 0.58
H 1.27 1.12 2.36
H 2.87 1.40 1.53
H 0.54 3.56 1.57
*
```

ΔE to the lowest compared entry with this formula, charge and spin = 3.273 eV
LUMO energy = -2.860 eV
E = -706.8563 hartree
molecular weight = 135.256 g mol⁻¹

=====

Record 7
Here is the ion C5H6N with charge +1 from the OMol25 dataset. Energies are from the ωB97M-V functional and the def2-TZVPD basis.

The geometry in ORCA input format:
```
! wB97M-V def2-TZVPD RIJCOSX def2/J DEFGRID3
* xyz 1 1
C 0.33 -1.52 0.56
C 1.38 -1.05 0.03
C -0.97 -1.19 1.01
C -0.92 0.13 0.80
C 0.53 0.32 0.12
N 0.35 0.75 -1.25
H -1.52 -1.89 1.62
H -1.52 0.93 0.97
H 1.08 0.88 0.78
H -0.16 -0.03 -1.67
H 1.33 0.89 -1.79
H 0.07 1.78 -1.18
*
```

ΔE to the lowest compared entry with this formula, charge and spin = 6.349 eV
LUMO energy = -4.399 eV
E = -248.3824 hartree
molecular weight = 80.110 g mol⁻¹

=====

Record 8
Here is a cluster of 2 separate species, CH6NS in total from the OMol25 dataset. Energies are from the ωB97M-V functional and the def2-TZVPD basis.

The geometry in ORCA input format:
```
! wB97M-V def2-TZVPD RIJCOSX def2/J DEFGRID3
* xyz -1 1
N -1.11 1.51 -2.67
H -0.47 0.80 -2.34
H -1.32 2.14 -1.91
H -1.99 1.14 -3.00
C 1.17 0.23 0.56
S 0.00 -1.04 1.29
H 0.87 1.24 0.86
H 2.13 0.11 1.06
H 1.24 0.03 -0.50
*
```

ΔE to the lowest compared entry with this formula, charge and spin = 0.370 eV
LUMO energy = 4.136 eV
E = -494.6509 hartree
molecular weight = 64.133 g mol⁻¹